Entry 1:
Below is an isolated molecule of C20H24N2O5S at a distorted geometry, with properties calculated with ωB97M-V/def2-TZVPD.

Geometry as XYZ:
```
52
Properties=species:S:1:pos:R:3:nbo_charge:R:1
C -5.60 -2.97 0.35 -0.6322
C -4.95 -1.63 0.33 0.0115
C -3.88 -1.35 1.17 -0.2080
C -3.28 -0.10 1.16 -0.1963
C -3.76 0.87 0.31 -0.2722
C -4.82 0.62 -0.54 -0.2105
C -5.42 -0.63 -0.52 -0.2118
H -6.26 -0.83 -1.17 0.2153
H -5.18 1.41 -1.18 0.2386
S -2.92 2.45 0.21 2.1584
O -3.86 3.47 -0.17 -0.9383
O -2.15 2.65 1.41 -0.9343
C -1.75 2.19 -1.21 -0.6790
C -1.05 0.93 -0.96 0.2764
C -1.29 -0.35 -1.41 -0.2954
C -0.38 -1.18 -0.72 -0.2470
C 0.34 -0.36 0.11 0.1596
O -0.08 0.92 -0.04 -0.3938
C 1.45 -0.66 1.03 0.6283
O 1.92 -1.78 1.14 -0.6406
N 1.86 0.41 1.73 -0.5940
C 3.03 0.40 2.58 -0.2272
H 2.75 0.80 3.56 0.2012
C 4.16 1.24 1.99 -0.4209
H 3.76 2.19 1.63 0.2392
H 4.89 1.46 2.77 0.2121
C 4.91 0.55 0.84 -0.2043
N 4.08 0.24 -0.30 -0.4397
C 3.29 1.11 -0.96 0.6919
O 3.03 2.24 -0.60 -0.6478
C 2.80 0.44 -2.23 -0.5011
H 3.36 0.87 -3.06 0.2279
C 3.13 -1.04 -2.03 -0.4136
H 2.26 -1.57 -1.64 0.2228
H 3.44 -1.53 -2.95 0.2146
C 4.24 -1.03 -0.97 -0.2017
H 5.23 -1.10 -1.43 0.1767
H 4.12 -1.85 -0.26 0.2190
H 1.74 0.63 -2.39 0.2312
H 5.73 1.20 0.53 0.1989
H 5.33 -0.39 1.20 0.2033
H 3.33 -0.64 2.68 0.2248
H 1.47 1.31 1.50 0.4191
H -0.27 -2.24 -0.82 0.2443
H -2.01 -0.65 -2.14 0.2346
H -1.08 3.05 -1.18 0.2725
H -2.35 2.18 -2.11 0.2555
H -2.45 0.13 1.82 0.2449
H -3.51 -2.12 1.83 0.2180
H -4.87 -3.76 0.52 0.2219
H -6.13 -3.17 -0.58 0.2184
H -6.32 -3.02 1.17 0.2285
```

## Properties
**Kohn-Sham gap**: 9.388 eV
**SMILES**: Cc1ccc(S(=O)(=O)Cc2ccc(C(=O)NCCCN3CCCC3=O)o2)cc1
**2S+1**: 1
**ΔE to the lowest compared entry with this formula, charge and spin**: 0.977 eV
**M**: 404.488 g/mol
**Highest occupied orbital energy**: -8.84 eV


Entry 2:
Below is a cluster of 2 separate species, C11H15N in total at a distorted geometry, with properties calculated with ωB97M-V/def2-TZVPD.

Geometry as XYZ:
```
27
Properties=species:S:1:pos:R:3:nbo_charge:R:1
C -3.19 0.83 -2.23 -0.6093
C -4.16 1.42 -1.20 -0.6078
H -3.70 0.83 -3.19 0.2014
H -2.23 1.33 -2.35 0.2057
H -2.94 -0.19 -1.97 0.2034
H -3.68 1.83 -0.31 0.2034
H -4.92 0.68 -0.94 0.2036
H -4.75 2.23 -1.64 0.1996
C -0.25 0.06 2.74 -0.6271
C 1.38 -0.28 0.69 -0.0885
C 1.01 -0.42 2.08 -0.0855
C 2.39 -1.23 0.42 0.1408
C 1.84 -1.37 2.57 -0.0323
C 1.66 0.61 -1.52 -0.2359
C 2.63 -0.37 -1.80 -0.2174
C 0.97 0.58 -0.33 -0.1947
C 3.03 -1.27 -0.83 -0.2374
N 2.72 -1.82 1.60 -0.5301
H 1.45 1.35 -2.28 0.2123
H 2.93 -0.48 -2.81 0.2114
H 0.24 1.30 0.02 0.2078
H 3.85 -1.97 -0.85 0.2097
H -0.03 0.56 3.68 0.2176
H -0.87 -0.81 2.96 0.2188
H 1.88 -1.76 3.57 0.2032
H 3.51 -2.37 1.88 0.4114
H -0.80 0.72 2.06 0.2156
```

## Properties
**Kohn-Sham gap**: 8.779 eV
**SMILES**: Cc1c[nH]c2ccccc12.CC
**2S+1**: 1
**ΔE to the lowest compared entry with this formula, charge and spin**: 0.691 eV
**M**: 161.248 g/mol
**Highest occupied orbital energy**: -7.84 eV


Entry 3:
Below is an isolated molecule of CH2O at a distorted geometry, with properties calculated with ωB97M-V/def2-TZVPD.

Geometry as XYZ:
```
4
Properties=species:S:1:pos:R:3:nbo_charge:R:1
O -0.38 0.44 0.30 -0.4861
C 0.31 -0.35 -0.26 0.2740
H 1.31 -0.19 -0.18 0.1062
H -0.10 -1.24 -0.67 0.1060
```

## Properties
**Kohn-Sham gap**: 11.248 eV
**SMILES**: C=O
**2S+1**: 1
**ΔE to the lowest compared entry with this formula, charge and spin**: 0.241 eV
**M**: 30.026 g/mol
**Highest occupied orbital energy**: -10.24 eV


Entry 4:
Below is a structure of composition C44H32BaN4O4P, with properties calculated with ωB97M-V/def2-TZVPD.

Geometry as XYZ:
```
86
Properties=species:S:1:pos:R:3:lowdin_charge:R:1
Ba -0.76 0.59 -1.16 1.8540
O -0.32 1.38 -6.06 0.1472
C -0.37 0.95 -4.81 -0.4683
O -0.47 1.70 -3.86 -0.0096
C -0.30 -0.54 -4.68 -0.1982
C -0.45 -1.38 -5.76 0.0200
C -0.45 -2.75 -5.51 -0.0110
C -0.31 -3.20 -4.21 0.0312
C -0.13 -2.27 -3.18 -0.1931
N -0.14 -0.97 -3.43 0.0653
C 0.03 -2.68 -1.70 -0.6157
O -0.41 -4.05 -1.64 0.0171
O -0.74 -1.91 -0.92 -0.4464
H -0.40 2.35 -6.05 0.1452
H -0.57 -0.99 -6.76 0.1225
H -0.58 -3.45 -6.32 0.1188
H -0.32 -4.26 -3.97 0.1274
H -1.03 -4.05 -0.90 0.0990
C -5.51 1.45 -0.09 -0.0426
C -5.54 2.56 0.73 -0.0414
C -4.42 3.36 0.84 -0.0050
C -3.28 3.04 0.10 -0.2257
N -3.24 1.94 -0.67 -0.0144
C -4.33 1.18 -0.76 -0.1365
C -2.07 3.91 0.14 -0.2048
C -2.20 5.26 0.47 0.0019
C -1.07 6.04 0.51 -0.0240
C 0.16 5.48 0.23 0.0060
C 0.22 4.13 -0.11 -0.1911
N -0.88 3.37 -0.15 0.0857
C 1.53 3.48 -0.43 -0.2100
C 2.75 4.13 -0.22 0.0035
C 3.92 3.47 -0.53 -0.0352
C 3.88 2.19 -1.04 -0.0356
C 2.63 1.61 -1.21 -0.1386
N 1.50 2.23 -0.91 -0.0272
H -6.36 0.80 -0.21 0.1162
H -6.44 2.81 1.29 0.1194
H -4.42 4.22 1.50 0.1133
H -4.24 0.29 -1.38 0.1167
H -3.17 5.69 0.66 0.1134
H -1.14 7.09 0.76 0.1214
H 1.05 6.09 0.26 0.1074
H 2.79 5.12 0.19 0.1063
H 4.87 3.97 -0.38 0.1181
H 4.77 1.64 -1.29 0.1152
H 2.54 0.59 -1.58 0.1079
C -4.07 -1.47 2.45 -0.0778
C -3.34 -2.63 2.20 -0.0628
C -1.99 -2.55 1.89 -0.0741
C -1.36 -1.31 1.83 -0.4087
C -2.10 -0.16 2.09 -0.1480
C -3.45 -0.24 2.40 -0.0891
P 0.38 -1.07 1.34 1.0172
C 1.09 -0.40 2.90 -0.3719
C 0.49 -0.46 4.15 -0.0939
C 1.11 0.10 5.26 -0.0750
C 2.34 0.73 5.13 -0.0836
C 2.94 0.81 3.89 -0.0828
C 2.32 0.26 2.78 -0.1051
C 1.23 -2.69 1.22 -0.2744
C 1.55 -3.31 2.41 -0.0793
C 2.60 -4.23 2.51 -0.0555
C 3.42 -4.41 1.44 -0.0207
C 3.12 -3.81 0.19 -0.1511
C 4.03 -3.96 -0.89 -0.0292
C 3.75 -3.43 -2.10 -0.0620
C 2.46 -2.89 -2.33 -0.0250
C 1.53 -2.76 -1.33 -0.0709
C 1.93 -3.06 0.02 -0.0969
H -5.12 -1.54 2.70 0.1054
H -3.83 -3.59 2.24 0.1088
H -1.43 -3.45 1.68 0.1074
H -1.61 0.81 2.08 0.1007
H -4.00 0.67 2.62 0.1003
H -0.46 -0.96 4.27 0.1057
H 0.63 0.04 6.23 0.1059
H 2.82 1.17 6.00 0.1043
H 3.90 1.30 3.78 0.1028
H 2.79 0.33 1.80 0.0924
H 1.03 -3.01 3.31 0.1059
H 2.81 -4.71 3.46 0.1093
H 4.32 -5.01 1.52 0.1168
H 4.96 -4.50 -0.71 0.1153
H 4.45 -3.51 -2.92 0.1062
H 2.19 -2.67 -3.35 0.1081
```

## Properties
**Kohn-Sham gap**: 7.046 eV
**2S+1**: 1
**ΔE to the lowest compared entry with this formula, charge and spin**: 0.000 eV
**Charge**: +1
**M**: 849.066 g/mol
**Highest occupied orbital energy**: -9.80 eV


Entry 5:
Below is a cluster of 2 separate species, C7H16N in total at a distorted geometry, with properties calculated with ωB97M-V/def2-TZVPD.

Geometry as XYZ:
```
24
Properties=species:S:1:pos:R:3:nbo_charge:R:1
C 0.51 1.33 1.47 -0.2010
C 1.48 0.66 0.48 -0.4074
C 1.18 1.05 -0.97 -0.3880
C -0.29 0.82 -1.34 -0.5927
C -0.82 -0.38 -0.72 0.5628
C -1.14 -1.58 -1.04 -0.3067
C -2.04 -2.54 -0.28 -0.6245
N 0.47 2.76 1.25 -0.8438
H 0.72 1.04 2.51 0.2093
H -0.50 0.95 1.20 0.1572
H 1.25 -0.41 0.56 0.2056
H 2.51 0.85 0.76 0.2383
H 1.47 2.08 -1.19 0.2506
H 1.81 0.39 -1.57 0.2206
H -0.85 1.72 -1.00 0.3251
H -0.45 0.81 -2.42 0.3243
H 0.40 -2.72 0.92 -0.0148
H -0.76 -1.99 -1.98 0.3499
H -2.15 -2.18 0.74 0.2419
H -1.67 -3.55 -0.37 0.2618
H -3.05 -2.49 -0.69 0.2625
H -0.25 3.21 1.79 0.3764
H 0.81 -3.06 0.40 0.0166
H 1.34 3.22 1.51 0.3759
```

## Properties
**Kohn-Sham gap**: 5.930 eV
**2S+1**: 1
**ΔE to the lowest compared entry with this formula, charge and spin**: 5.007 eV
**Charge**: +1
**M**: 114.212 g/mol
**Highest occupied orbital energy**: -13.05 eV


Entry 6:
Below is a cluster of 10 separate species, C38H94O22P2 in total at a distorted geometry, with properties calculated with ωB97M-V/def2-TZVPD.

Geometry as XYZ:
```
156
Properties=species:S:1:pos:R:3:mulliken_spin:R:1
C -7.23 23.22 18.70 -0.0424
O -7.94 24.05 17.85 -0.0225
P -9.33 23.58 17.20 -0.0586
O -10.11 22.72 18.11 0.0021
O -10.01 24.94 16.75 -0.0248
C -10.76 25.64 17.66 0.0668
O -8.84 22.91 15.84 0.0016
C -9.78 22.16 15.08 0.0335
H -6.18 23.28 18.41 -0.0092
H -7.59 22.20 18.62 0.0782
H -7.29 23.56 19.74 0.0062
H -11.42 24.96 18.18 0.0012
H -11.31 26.48 17.24 -0.0107
H -10.14 26.22 18.34 0.0019
H -9.95 22.76 14.19 0.0012
H -10.68 22.01 15.67 0.0014
H -9.30 21.23 14.76 -0.0061
C -13.50 20.53 24.60 1.3156
O -12.74 19.81 23.62 -0.5413
P -13.34 18.54 22.82 -0.5387
O -14.46 18.93 21.95 0.0766
O -13.70 17.41 23.94 -0.2887
C -12.92 17.23 25.08 0.5448
O -12.04 17.92 22.04 0.1195
C -11.42 18.42 20.88 -0.1409
H -13.00 20.61 25.57 -0.2665
H -14.44 20.02 24.81 -0.0155
H -13.67 21.53 24.20 -0.0018
H -12.78 16.17 25.27 -0.1914
H -13.35 17.78 25.92 -0.1280
H -11.97 17.76 24.97 0.2679
H -10.34 18.46 21.01 -0.1477
H -11.73 19.41 20.57 0.0451
H -11.61 17.67 20.11 -0.0480
C -7.52 19.54 21.04 -0.2515
O -8.58 20.45 20.91 -0.3058
C -8.72 21.31 22.05 0.1704
C -9.45 20.62 23.28 0.3874
O -8.55 19.95 24.17 -0.7538
C -9.23 19.35 25.30 1.3024
H -7.25 19.27 20.02 -0.0442
H -7.85 18.68 21.63 -0.0548
H -6.68 19.96 21.61 0.1215
H -9.32 22.18 21.79 -0.0259
H -7.77 21.66 22.45 0.1261
H -10.28 20.00 22.95 0.1433
H -10.01 21.43 23.75 0.0102
H -8.54 18.87 25.99 -0.2027
H -9.88 18.54 24.97 0.0468
H -9.80 20.10 25.85 -0.1635
C -5.14 15.32 15.39 0.1345
O -6.05 14.80 14.40 -0.0316
C -5.56 13.59 13.76 0.0161
C -4.82 13.96 12.46 0.0076
O -3.52 14.62 12.72 -0.0271
C -2.87 15.01 11.55 0.0500
H -4.75 14.49 15.99 0.0425
H -5.68 16.02 16.03 -0.0716
H -4.36 15.87 14.88 -0.0148
H -6.42 13.05 13.36 0.0010
H -4.97 12.93 14.40 0.0073
H -5.47 14.69 11.97 -0.0010
H -4.68 13.10 11.81 0.0051
H -2.01 15.64 11.76 -0.0082
H -3.47 15.54 10.81 0.0040
H -2.37 14.12 11.16 -0.0070
C -7.99 16.44 12.30 -0.0113
O -9.41 16.74 12.25 -0.0040
C -9.76 18.04 11.76 0.0073
C -9.04 19.23 12.48 0.0003
O -7.68 19.37 12.25 -0.0258
C -7.06 20.22 13.23 0.0673
H -7.48 16.81 13.19 0.0094
H -7.56 16.82 11.38 -0.0021
H -7.80 15.37 12.22 0.0000
H -10.84 18.04 11.93 0.0015
H -9.59 18.20 10.70 0.0015
H -9.19 19.15 13.56 0.0021
H -9.46 20.17 12.13 0.0052
H -6.04 20.48 12.92 0.0012
H -7.03 19.94 14.28 -0.0198
H -7.70 21.10 13.22 -0.0016
C -8.19 13.13 16.55 0.0461
O -8.62 12.76 15.24 -0.0420
C -9.33 13.79 14.51 -0.0191
C -9.65 13.46 13.02 -0.0036
O -10.53 12.35 12.82 -0.0013
C -9.98 11.05 12.81 0.0029
H -7.51 13.98 16.48 0.0289
H -7.71 12.32 17.09 0.0120
H -8.99 13.41 17.24 0.0118
H -8.72 14.69 14.52 0.0031
H -10.27 14.03 15.02 0.0073
H -8.69 13.26 12.54 0.0024
H -9.99 14.37 12.54 -0.0006
H -9.55 10.77 13.77 -0.0005
H -9.23 10.94 12.02 0.0002
H -10.80 10.38 12.58 -0.0007
C -5.10 23.13 21.27 0.1891
O -4.33 22.94 20.08 -0.1438
C -3.59 21.69 20.07 0.2038
C -3.07 21.26 18.68 0.0376
O -4.13 20.79 17.89 -0.0627
C -3.66 20.29 16.62 0.0850
H -4.43 23.04 22.13 -0.0214
H -5.87 22.37 21.47 -0.0395
H -5.50 24.14 21.35 0.0056
H -4.13 20.86 20.52 -0.0270
H -2.72 21.77 20.71 0.0371
H -2.32 20.48 18.81 -0.0618
H -2.66 22.18 18.26 0.0239
H -3.13 19.36 16.83 0.0198
H -3.04 21.02 16.10 -0.0337
H -4.51 19.99 16.00 -0.0124
C -12.40 15.84 13.76 -0.0027
O -13.14 16.82 14.53 -0.0041
C -12.40 18.01 14.89 0.0043
C -13.07 18.73 16.10 0.0140
O -13.19 17.93 17.26 -0.0273
C -13.96 18.36 18.37 0.0573
H -11.52 15.67 14.37 0.0050
H -12.11 16.13 12.75 0.0000
H -12.99 14.93 13.69 -0.0009
H -12.30 18.72 14.07 0.0045
H -11.40 17.83 15.27 -0.0031
H -14.12 18.91 15.86 -0.0004
H -12.59 19.70 16.28 0.0009
H -15.01 18.45 18.09 0.0040
H -13.54 19.26 18.81 -0.0086
H -14.01 17.63 19.18 -0.0097
C -5.72 15.56 21.06 0.4037
C -6.89 14.65 20.99 0.1303
C -6.52 13.70 19.84 0.0294
O -5.52 14.35 19.07 -0.0999
C -5.35 15.68 19.56 0.0150
H -5.02 15.05 21.72 -0.0460
H -6.09 16.54 21.38 -0.2110
H -7.74 15.22 20.61 0.0853
H -7.11 14.04 21.87 -0.2024
H -7.40 13.48 19.24 0.0734
H -6.17 12.76 20.27 -0.0232
H -6.05 16.33 19.04 0.0670
H -4.32 15.84 19.26 -0.0592
C -9.29 17.96 17.83 0.0404
C -8.19 17.35 16.95 -0.1551
C -7.18 18.42 16.89 -0.2226
O -8.01 19.58 16.77 0.1439
C -9.17 19.45 17.54 -0.1011
H -9.03 17.66 18.85 0.1830
H -10.30 17.62 17.64 -0.0240
H -8.56 17.08 15.96 -0.0117
H -7.81 16.37 17.25 -0.0190
H -6.53 18.30 16.03 -0.0153
H -6.57 18.52 17.78 -0.0375
H -9.94 19.74 16.83 0.0382
H -9.17 20.07 18.43 0.0141
```

## Properties
**Kohn-Sham gap (spin up / spin down)**: 1.206 / 9.288 eV
**2S+1**: 2
**Charge**: -1
**M**: 965.096 g/mol
**Highest occupied orbital energy (spin up / spin down)**: 0.76 / -7.37 eV